Run a
ORCA calculation (the ωB97M-V functional and the def2-TZVPD basis) on a molecular structure, C31H42GeN6O2Sr.

The calculation puts the lowest unoccupied orbital energy at -0.24 eV. Its HOMO-LUMO gap is 4.13 eV.

Each line ends with the Löwdin charge.
Element x y z (Å)
Sr1 -0.079 0.341 -0.553  1.238
N1 -0.176 -2.138 -1.707  0.014
C1 0.148 -3.071 -0.621  -0.325
C2 0.100 -4.521 -1.075  -0.138
C3 0.316 -5.609 -0.014  -0.174
C4 -0.624 -5.562 1.199  -0.138
N2 -0.407 -4.445 2.144  0.109
C5 0.701 -4.257 2.848  -0.449
N3 1.536 -5.275 3.086  0.222
N4 0.918 -3.078 3.445  0.216
C6 1.388 -2.564 0.141  -0.652
O1 2.268 -3.365 0.471  0.004
O2 1.325 -1.328 0.482  -0.243
H1 -1.132 -2.304 -2.024  0.051
H2 0.430 -2.278 -2.510  0.100
H3 -0.687 -2.940 0.071  0.123
H4 0.828 -4.663 -1.879  0.126
H5 -0.890 -4.666 -1.523  0.105
H6 1.354 -5.584 0.313  0.091
H7 0.146 -6.577 -0.490  0.117
H8 -0.559 -6.495 1.765  0.117
H9 -1.660 -5.482 0.873  0.128
H10 -1.020 -3.649 2.068  0.151
H11 1.438 -6.093 2.508  0.109
H12 2.492 -5.029 3.289  0.133
H13 0.547 -2.261 2.971  0.120
H14 1.855 -2.923 3.782  0.128
C7 2.178 2.771 0.457  -0.159
C8 2.772 3.870 1.382  -0.154
N5 1.944 4.022 2.578  -0.166
C9 1.899 2.746 3.290  -0.157
C10 1.307 1.642 2.375  -0.164
N6 0.959 2.211 1.064  -0.272
C11 -0.028 3.291 1.255  -0.167
C12 0.581 4.388 2.169  -0.145
H15 2.889 1.955 0.303  0.116
H16 1.912 3.177 -0.521  0.116
H17 2.815 4.833 0.871  0.115
H18 3.786 3.616 1.695  0.114
H19 1.294 2.880 4.188  0.114
H20 2.913 2.495 3.608  0.113
H21 0.393 1.219 2.799  0.116
H22 2.013 0.824 2.210  0.105
H23 -0.937 2.842 1.655  0.094
H24 -0.308 3.670 0.272  0.109
H25 -0.019 4.529 3.070  0.115
H26 0.630 5.350 1.656  0.114
C13 -2.383 1.165 -0.145  -0.523
Ge1 -3.129 0.693 -1.808  0.695
C14 -4.898 1.434 -2.327  -0.275
C15 -5.540 2.297 -1.440  -0.120
C16 -6.801 2.813 -1.728  -0.104
C17 -7.433 2.480 -2.919  -0.115
C18 -6.805 1.625 -3.818  -0.107
C19 -5.550 1.107 -3.518  -0.114
C20 -1.780 1.348 -3.145  -0.297
C21 -0.860 0.554 -3.841  -0.159
C22 0.182 1.112 -4.586  -0.105
C23 0.320 2.490 -4.657  -0.110
C24 -0.581 3.303 -3.974  -0.095
C25 -1.605 2.738 -3.224  -0.112
C26 -3.391 -1.269 -2.314  -0.269
C27 -3.090 -1.896 -3.528  -0.143
C28 -3.160 -3.282 -3.683  -0.106
C29 -3.553 -4.081 -2.619  -0.130
C30 -3.893 -3.480 -1.407  -0.116
C31 -3.802 -2.100 -1.263  -0.131
H27 -3.106 0.897 0.647  -0.173
H28 -5.031 2.558 -0.517  0.084
H29 -7.290 3.478 -1.025  0.093
H30 -8.413 2.883 -3.147  0.092
H31 -7.295 1.362 -4.748  0.093
H32 -5.076 0.427 -4.220  0.090
H33 -0.949 -0.524 -3.807  0.060
H34 0.874 0.469 -5.118  0.097
H35 1.119 2.929 -5.242  0.096
H36 -0.479 4.380 -4.024  0.098
H37 -2.279 3.381 -2.669  0.101
H38 -2.810 -1.298 -4.388  0.089
H39 -2.914 -3.733 -4.638  0.097
H40 -3.618 -5.157 -2.736  0.093
H41 -4.234 -4.091 -0.577  0.091
H42 -4.026 -1.648 -0.300  0.091

Run b
ORCA calculation (the ωB97M-V functional and the def2-TZVPD basis) on a molecular structure, C31H42GeN6O2Sr.

The calculation puts the lowest unoccupied orbital energy at 0.22 eV. Its HOMO-LUMO gap is 7.22 eV.

Each line ends with the Löwdin charge.
Element x y z (Å)
Sr1 1.163 0.759 -1.160  1.469
N1 1.950 1.685 2.440  0.057
C1 1.149 2.689 1.745  -0.335
C2 0.936 4.007 2.512  -0.138
C3 -0.026 4.993 1.844  -0.180
C4 -1.484 4.519 1.764  -0.184
N2 -1.739 3.454 0.821  0.061
C5 -1.770 3.587 -0.531  -0.555
N3 -1.724 4.885 -1.019  0.152
N4 -1.901 2.544 -1.273  0.077
C6 1.763 2.916 0.349  -0.750
O1 2.939 2.542 0.147  -0.060
O2 0.959 3.259 -0.567  -0.139
H1 1.680 1.620 3.414  0.077
H2 2.931 1.932 2.379  0.076
H3 0.163 2.256 1.568  0.108
H4 1.906 4.487 2.670  0.121
H5 0.537 3.747 3.500  0.111
H6 0.341 5.229 0.843  0.098
H7 -0.022 5.925 2.416  0.112
H8 -2.130 5.374 1.533  0.113
H9 -1.808 4.156 2.741  0.113
H10 -1.949 2.532 1.168  0.091
H11 -1.362 5.594 -0.405  0.067
H12 -1.363 4.957 -1.954  0.096
H13 -1.170 0.921 -1.208  -0.147
H14 -1.995 2.797 -2.252  0.060
C7 3.821 -1.408 -1.291  -0.150
C8 4.848 -2.392 -1.908  -0.145
N5 4.686 -2.444 -3.360  -0.163
C9 4.887 -1.106 -3.909  -0.151
C10 3.844 -0.122 -3.316  -0.151
N6 2.977 -0.834 -2.359  -0.278
C11 2.282 -1.936 -3.058  -0.150
C12 3.330 -2.896 -3.677  -0.146
H15 4.311 -0.584 -0.766  0.125
H16 3.167 -1.918 -0.583  0.091
H17 4.709 -3.398 -1.511  0.118
H18 5.872 -2.086 -1.687  0.118
H19 4.800 -1.163 -4.995  0.117
H20 5.904 -0.788 -3.676  0.118
H21 3.210 0.301 -4.099  0.118
H22 4.323 0.706 -2.790  0.121
H23 1.624 -1.501 -3.812  0.116
H24 1.639 -2.439 -2.332  0.116
H25 3.231 -2.940 -4.762  0.117
H26 3.208 -3.909 -3.293  0.118
C13 -1.100 -0.147 -1.524  -0.495
Ge1 -1.683 -1.161 -0.006  0.878
C14 -0.209 -2.239 0.749  -0.263
C15 -0.196 -3.632 0.690  -0.095
C16 0.909 -4.363 1.112  -0.085
C17 2.028 -3.714 1.618  -0.098
C18 2.033 -2.329 1.701  -0.110
C19 0.930 -1.607 1.261  -0.172
C20 -2.299 -0.052 1.537  -0.260
C21 -1.540 0.272 2.662  -0.117
C22 -2.022 1.136 3.641  -0.103
C23 -3.288 1.689 3.521  -0.111
C24 -4.066 1.374 2.413  -0.089
C25 -3.572 0.521 1.438  -0.117
C26 -3.255 -2.296 -0.310  -0.285
C27 -3.988 -2.822 0.754  -0.114
C28 -5.101 -3.619 0.530  -0.092
C29 -5.499 -3.905 -0.770  -0.100
C30 -4.780 -3.394 -1.839  -0.094
C31 -3.665 -2.597 -1.607  -0.107
H27 -2.041 -0.091 -2.096  -0.047
H28 -1.063 -4.157 0.305  0.098
H29 0.894 -5.445 1.054  0.101
H30 2.882 -4.285 1.960  0.100
H31 2.886 -1.806 2.118  0.108
H32 0.960 -0.524 1.400  0.052
H33 -0.557 -0.164 2.801  0.079
H34 -1.414 1.361 4.510  0.100
H35 -3.671 2.351 4.289  0.101
H36 -5.058 1.796 2.309  0.104
H37 -4.192 0.291 0.578  0.107
H38 -3.692 -2.596 1.773  0.104
H39 -5.659 -4.017 1.369  0.099
H40 -6.369 -4.525 -0.947  0.098
H41 -5.088 -3.614 -2.854  0.098
H42 -3.104 -2.200 -2.446  0.092

Stability ranking, top and bottom: run b is the most stable and run a is the least stable.

Run a
ORCA calculation (the ωB97M-V functional and the def2-TZVPD basis) on 2 unconnected molecules or ions with the total composition C6H12O4.

The calculation puts the lowest unoccupied orbital energy at 0.91 eV. Its HOMO-LUMO gap is 10.59 eV. As for the SMILES: C1COCCO1.CC(=O)O.

Each line ends with the Löwdin charge.
Element x y z (Å)
C1 1.805 -0.107 -0.558  -0.178
C2 1.380 -1.529 -0.257  -0.182
O1 0.893 -2.169 -1.432  -0.131
C3 -0.194 -1.419 -1.962  -0.186
C4 0.231 0.003 -2.263  -0.174
O2 0.718 0.643 -1.088  -0.172
H1 2.650 -0.108 -1.273  0.134
H2 2.142 0.414 0.360  0.132
H3 0.599 -1.532 0.528  0.125
H4 2.231 -2.133 0.113  0.138
H5 -0.530 -1.940 -2.879  0.135
H6 -1.038 -1.418 -1.247  0.132
H7 1.012 0.006 -3.047  0.134
H8 -0.620 0.607 -2.633  0.138
C5 -1.971 1.508 2.964  0.000
C6 -0.915 1.126 1.970  -0.564
O3 0.140 0.585 2.217  0.081
O4 -1.284 1.467 0.707  0.070
H9 -1.656 1.225 3.982  0.090
H10 -2.919 0.995 2.733  0.093
H11 -2.145 2.597 2.939  0.093
H12 -0.530 1.178 0.125  0.091

Run b
ORCA calculation (the ωB97M-V functional and the def2-TZVPD basis) on C6H12O4 in the gas phase.

The calculation puts the lowest unoccupied orbital energy at 0.71 eV. Its HOMO-LUMO gap is 10.33 eV. As for the SMILES: CC(=O)O[C@](C)(O)[C@@H](C)O.

Each line ends with the Löwdin charge.
Element x y z (Å)
C1 -0.948 2.349 1.055  0.033
C2 -0.765 1.683 -0.280  -0.485
O1 -0.123 2.177 -1.202  0.100
O2 -1.522 0.557 -0.464  0.048
C3 -0.599 -0.511 -0.169  -0.479
C4 -0.673 -1.460 -1.358  0.011
O3 -1.024 -1.091 1.025  0.023
C5 1.106 -0.179 0.113  -0.354
C6 1.797 -1.449 0.557  -0.027
O4 1.686 0.328 -1.008  -0.029
H1 -1.032 1.608 1.847  0.090
H2 -0.130 3.040 1.243  0.096
H3 -1.877 2.920 1.027  0.101
H4 -1.715 -1.603 -1.649  0.092
H5 -0.122 -1.031 -2.192  0.095
H6 -0.259 -2.428 -1.090  0.087
H7 -1.950 -1.351 0.932  0.117
H8 1.061 0.546 0.937  0.135
H9 2.784 -1.187 0.936  0.087
H10 1.227 -1.933 1.345  0.083
H11 1.920 -2.122 -0.288  0.084
H12 1.158 1.137 -1.319  0.092

Stability ranking, top and bottom: run a is the most stable and run b is the least stable.